Density functional theory data (ωB97M-V/def2-TZVPD) for the ion C4H8N3 with charge +1 at a distorted geometry.

Results
Strongest force on any atom = 5.24 eV/Å
Charge = +1
HOMO-LUMO gap = 8.552 eV
Energy above the lowest of the compared OMol25 structures with the same formula, charge and spin = 442.3 kJ/mol
LUMO level = -5.5 eV
SMILES string = C=C/N=N/C(C)=[NH2+]
HOMO = -14.10 eV

Positions of all 15 atoms, in Å:
C  -3.3628  0.3337  0.3328
C  -2.1431  0.0520  -0.1957
C  1.3134  0.0393  -0.1234
C  2.1443  -1.0500  0.4294
N  -1.0627  0.5043  0.3907
N  0.0061  -0.0278  0.0095
N  1.8151  1.0369  -0.7917
H  -4.2346  0.0175  -0.2507
H  -3.5892  0.6466  1.4257
H  -2.1848  -0.5313  -1.1630
H  1.6290  -1.6919  1.2231
H  3.0533  -0.6612  1.0372
H  2.5696  -1.7848  -0.3376
H  2.8356  1.2910  -0.9040
H  1.2107  1.8259  -1.0822

Atomic forces in eV per Å
C -0.4 -0.5 1.6
C -4.6 -0.9 -2.3
C -1.3 -0.1 1.5
C 2.0 -2.0 1.9
N 4.4 0.1 1.4
N -0.4 -0.4 -0.6
N 1.7 3.0 -1.4
H 0.3 0.1 0.3
H 0.8 0.0 -2.2
H 0.8 0.7 1.1
H 0.2 1.0 -1.4
H -1.4 -0.2 -1.3
H -0.7 1.3 0.8
H -1.7 -1.2 0.3
H 0.4 -0.9 0.3

natural (NBO) atomic charge list, values in e, 5 entries: -0.1491, -0.1499, 0.4952, -0.7116, -0.0175